(1)
126
Properties=species:S:1:pos:R:3:lowdin_charge:R:1 method="wB97M-V/def2-TZVPD" homo_energy_ev=-8.504 total_energy_ev=-75688.623 de_lowest_ev=1.9309 gap_ev=7.9650 lumo_energy_ev=-0.539
C 2.17654 -5.10939 -2.50155 -0.078
C 0.96445 -4.41323 -1.78502 -0.285
O 0.87257 -3.00468 -2.07165 -0.074
H 2.00084 -5.11224 -3.58836 0.067
H 2.35232 -6.13717 -2.07039 0.086
H 3.12484 -4.51919 -2.41699 0.053
H 0.98686 -4.64108 -0.68282 0.098
H 0.04208 -4.96130 -1.97098 0.103
H 1.51225 -2.50110 -1.60545 0.004
C 2.86070 0.38765 -4.98604 -0.088
C 1.86499 1.05080 -4.13335 -0.298
O 1.11668 -0.08720 -3.64425 -0.120
H 3.42806 -0.34378 -4.34087 0.092
H 3.48296 1.22266 -5.21291 0.069
H 2.39868 -0.06986 -5.85639 0.093
H 1.27091 1.78176 -4.67543 0.107
H 2.16147 1.69720 -3.24721 0.109
H 0.79697 -0.67705 -4.33628 0.089
C 5.29572 -1.97408 -1.20989 -0.018
C 3.88151 -1.36586 -1.44580 -0.325
O 3.12327 -1.49080 -0.35830 -0.087
H 5.96763 -1.52569 -1.89455 0.070
H 5.36192 -3.04062 -1.29750 0.072
H 5.74357 -1.62676 -0.24787 0.086
H 3.46525 -1.78508 -2.33165 0.108
H 4.12361 -0.38151 -1.57451 0.087
H 3.19464 -2.42033 -0.12168 0.121
C -1.54834 3.22497 3.46980 -0.113
C -0.67696 4.43218 3.23555 -0.288
O -1.15785 4.86249 1.98389 -0.075
H -1.23632 2.75820 4.31419 0.022
H -1.48062 2.41816 2.73096 0.046
H -2.61642 3.49410 3.51064 0.097
H 0.35502 4.05643 3.23692 0.087
H -0.64029 5.10323 4.13387 0.134
H -0.51570 5.44887 1.61513 0.081
C 1.21559 3.30535 -0.23228 -0.638
O 1.81739 4.55122 -0.19994 -0.089
N 1.79516 2.22653 -0.66225 0.124
N 0.03938 2.99225 0.19379 0.196
H 2.74520 2.48119 -1.06374 0.170
H 1.36883 1.31144 -0.80377 0.041
H -0.45867 3.85271 0.47445 0.117
H -0.43286 2.14658 0.36754 0.051
C 5.30803 -0.05059 1.92349 -0.614
O 6.54473 0.60417 1.95359 -0.125
N 5.05415 -1.13581 2.66747 0.143
N 4.46182 0.21714 1.01616 0.111
H 4.15870 -1.71622 2.41027 0.094
H 5.81829 -1.54532 3.26346 0.147
H 4.70898 1.11464 0.46551 0.203
H 3.89651 -0.48726 0.54852 0.035
C 1.74780 -2.74919 2.11999 -0.625
O 1.52961 -4.02544 1.66197 -0.053
N 2.59247 -2.46804 3.01186 0.112
N 1.03816 -1.64318 1.96025 0.109
H 2.73793 -1.59034 3.56164 0.146
H 3.21799 -3.28034 3.30397 0.176
H 0.14879 -1.75333 1.54910 0.078
H 1.50709 -0.69463 1.93964 0.043
C -1.57229 -1.82891 4.20145 -0.522
O -2.02944 -2.35239 3.04774 -0.074
N -2.27724 -1.62999 5.33377 0.178
N -0.37612 -1.29504 4.26940 0.152
H -3.25098 -2.01685 5.22671 0.153
H -1.84906 -1.69798 6.20088 0.083
H 0.22569 -1.37123 3.46744 0.025
H -0.05852 -0.73084 5.11768 0.164
C 1.74602 1.69662 2.60973 -0.591
O 2.46839 2.86636 2.85240 -0.068
N 0.97505 1.17343 3.49164 0.179
N 1.98195 0.79580 1.66409 0.039
H 0.88198 1.86161 4.27903 0.152
H 0.31122 0.37155 3.38369 0.085
H 1.95296 1.33361 0.75568 0.068
H 3.02831 0.61895 1.52983 0.075
C -0.84688 0.00998 -0.40374 -0.584
O -1.91783 -0.23848 -1.16636 -0.029
N -0.91518 0.30966 0.85779 0.180
N 0.36939 0.03418 -0.82507 0.174
H -1.87327 0.29116 1.31649 0.109
H -0.08448 0.59892 1.39253 0.072
H 0.56975 -0.17384 -1.81110 0.109
H 1.08815 -0.31098 -0.20155 0.085
C -4.27607 1.83248 -3.05459 -0.168
O -4.48977 1.43108 -4.38797 -0.133
H -3.49870 1.05454 -2.87473 0.059
H -5.10733 1.55622 -2.33549 0.105
H -3.86062 2.84750 -3.01981 0.078
H -3.87411 1.89665 -4.93495 0.062
C -0.15817 3.86549 -3.02060 -0.102
O -1.04106 2.77702 -2.52712 -0.129
H 0.89148 3.63573 -3.05434 0.050
H -0.32398 4.70654 -2.33291 0.081
H -0.50157 4.30318 -3.94665 0.074
H -0.78003 2.72294 -1.60889 -0.004
C -3.42539 2.78435 -0.06459 -0.182
O -4.67461 2.52374 0.47934 -0.117
H -2.61219 2.74564 0.67006 0.040
H -3.43978 3.83308 -0.46066 0.108
H -3.07632 1.99701 -0.79002 0.069
H -4.96822 3.15446 1.14847 0.091
C -3.99052 0.39484 3.02604 -0.108
O -3.32681 -0.28246 1.95660 -0.173
H -4.60669 -0.21840 3.70045 0.085
H -4.62228 1.11505 2.46222 0.079
H -3.21615 0.97454 3.57991 0.067
H -2.92032 -1.09242 2.29427 0.024
C -4.91485 -0.99077 -0.54762 -0.184
O -4.05903 -1.37268 -1.58742 -0.150
H -5.90553 -0.87514 -0.93691 0.070
H -4.57120 -0.04992 -0.10702 0.052
H -4.89763 -1.66201 0.31793 0.064
H -3.28692 -0.77152 -1.45808 -0.017
C -2.71954 -1.58091 -4.50371 -0.194
O -1.48514 -1.69242 -3.92592 -0.116
H -2.60380 -1.86109 -5.56272 0.079
H -2.98299 -0.49829 -4.47578 0.074
H -3.57183 -2.14570 -4.09419 0.081
H -1.51215 -1.02917 -3.22993 0.039
C -1.77957 -3.40866 0.10351 -0.210
O -1.34059 -3.94269 1.23894 -0.130
H -1.82370 -4.16242 -0.69090 0.086
H -1.06904 -2.64967 -0.22336 0.058
H -2.83045 -3.02452 0.18759 0.098
H -1.90926 -3.57072 1.94747 0.037

---

(2)
45
Properties=species:S:1:pos:R:3:nbo_charge:R:1 method="wB97M-V/def2-TZVPD" homo_energy_ev=-7.782 total_energy_ev=-85974.242 de_lowest_ev=1.0568 gap_ev=6.4223 lumo_energy_ev=-1.359
Pt 0.18912 0.16413 0.07281 0.803
Cl 4.28282 -3.93825 -3.44932 0.028
C 3.11947 -2.72988 -3.04377 -0.071
C 2.88771 -2.46733 -1.70204 -0.255
C 1.96466 -1.49564 -1.34319 0.201
N 1.62885 -1.15886 -0.02360 -0.620
C 2.16927 -1.62450 1.11768 0.614
O 3.08791 -2.40059 1.27326 -0.608
C 1.45717 -1.03908 2.32328 0.145
C 1.78013 -1.48018 3.58989 -0.200
C 1.10631 -0.95310 4.67593 -0.140
C 0.13817 0.00615 4.46031 -0.245
C -0.13205 0.39897 3.16511 0.070
N 0.51175 -0.10958 2.11452 -0.454
C 1.27005 -0.77585 -2.35226 0.094
C 1.50394 -1.05989 -3.69034 -0.241
C 2.42958 -2.03350 -4.03153 -0.059
Cl 2.70095 -2.35167 -5.70572 0.026
N 0.37010 0.19722 -1.88491 -0.613
C -0.45975 0.97759 -2.60555 0.623
O -0.56394 1.08194 -3.80861 -0.607
C -1.32024 1.83280 -1.69295 0.133
C -2.19566 2.74711 -2.23982 -0.197
C -2.94640 3.54470 -1.39594 -0.140
C -2.79392 3.40398 -0.03196 -0.243
C -1.90689 2.46050 0.44498 0.067
N -1.18446 1.68541 -0.36513 -0.457
H 3.42282 -3.01382 -0.94295 0.265
H 2.55258 -2.23197 3.67960 0.262
H 1.33204 -1.29085 5.68033 0.231
H -0.41689 0.44715 5.27734 0.234
H -0.88604 1.14203 2.95470 0.195
H 0.97398 -0.52317 -4.45947 0.267
H -2.25828 2.80196 -3.31827 0.263
H -3.64111 4.27056 -1.79966 0.231
H -3.35566 4.00805 0.66700 0.234
H -1.77232 2.30761 1.50507 0.197
S -2.74819 -1.16855 0.71156 0.240
C -2.99473 -2.61765 -0.11103 -0.252
S -1.72210 -1.89596 -0.98447 0.309
C -3.76178 -3.71497 -0.07802 -0.334
C -4.75894 -3.84772 0.94587 0.275
N -5.54696 -3.95567 1.77857 -0.276
C -3.59187 -4.74254 -1.06378 0.269
N -3.45949 -5.55178 -1.87138 -0.261